{
  "formula": "C3H6O2P",
  "method": "ωB97M-V/def2-TZVPD",
  "symbols": ["C", "C", "C", "P", "O", "O", "H", "H", "H", "H", "H", "H"],
  "positions_angstrom": [[-1.893, -0.194, 0.667], [-0.853, -0.268, -0.409], [0.437, -0.181, -0.454], [1.909, 0.029, 0.682], [2.827, -1.068, 0.203], [2.480, 1.331, -0.371], [-2.046, 0.814, 1.056], [-1.662, -0.917, 1.500], [-2.738, -0.781, 0.271], [-1.409, -0.573, -1.424], [0.882, -0.334, -1.439], [2.067, 2.142, -0.281]],
  "forces_ev_per_angstrom": [[0.5, -2.1, 1.0], [-3.3, -1.1, -2.5], [2.1, -0.1, -0.4], [0.1, 1.1, -0.5], [0.0, -0.5, 0.2], [1.4, -2.6, 0.0], [-0.5, -0.2, -0.1], [0.4, 1.1, -0.2], [-0.5, 1.3, 0.1], [1.3, 0.8, 1.8], [0.0, 0.0, 0.0], [-1.5, 2.4, 0.6]],
  "energy_ev": -16592.530,
  "e_above_lowest_kcal_mol": 40.1,
  "smiles": "C/C=C\\P([O-])O",
  "e_homo_ev": -2.8,
  "charge": -1
}

***

{
  "formula": "C3H6O2P3",
  "method": "ωB97M-V/def2-TZVPD",
  "symbols": ["C", "C", "C", "O", "O", "P", "P", "P", "H", "H", "H", "H", "H", "H"],
  "positions_angstrom": [[-0.768, -0.341, -0.731], [0.994, 1.565, -0.755], [0.727, 0.146, -0.335], [-0.745, -1.812, -0.608], [-1.702, 0.151, 0.005], [-1.370, -0.597, 1.979], [-0.387, -2.260, 0.967], [0.763, -0.380, 1.442], [1.849, 1.712, -1.568], [-0.022, 1.906, -1.194], [1.230, 2.283, 0.061], [1.367, -0.698, -0.785], [-1.053, -1.304, 3.324], [-0.884, -0.372, -1.801]],
  "forces_ev_per_angstrom": [[1.2, -0.7, -0.5], [-0.1, 1.6, -1.7], [-0.9, -2.9, -0.2], [0.8, -1.2, 1.3], [-0.6, 1.0, 0.0], [-1.0, 0.2, 1.0], [-0.1, 0.4, -0.8], [0.9, -0.3, 0.9], [-1.8, -0.5, 1.6], [1.8, -0.1, 0.4], [-0.1, -0.6, -0.4], [-0.4, 1.7, 0.3], [0.7, 0.3, -0.7], [-0.2, 1.1, -1.2]],
  "energy_ev": -35169.781,
  "e_above_lowest_kcal_mol": 6.4,
  "e_homo_ev": -3.4,
  "charge": -1
}

***

{
  "formula": "C3H6O2S",
  "method": "ωB97M-V/def2-TZVPD",
  "symbols": ["C", "C", "C", "H", "H", "H", "H", "H", "H", "O", "O", "S"],
  "positions_angstrom": [[-0.752, -0.363, 0.684], [0.452, -0.715, -0.184], [1.507, 0.463, -0.159], [-2.457, -0.256, -1.354], [-1.213, -1.433, 1.390], [-0.482, 0.767, 1.579], [1.452, -1.417, 0.055], [0.176, -0.707, -1.272], [0.053, 1.410, -0.330], [0.871, 1.618, 0.220], [2.680, 0.122, -0.346], [-2.287, 0.511, -0.284]],
  "forces_ev_per_angstrom": [[-2.3, -0.4, 4.0], [3.4, 0.9, -0.7], [0.9, -2.3, 0.5], [0.2, -0.5, -0.2], [1.4, 3.7, -2.3], [-0.9, -4.2, -2.6], [-3.9, 0.3, -0.3], [0.2, -0.8, 0.9], [0.3, 1.5, 1.2], [1.3, -0.4, -2.5], [-2.5, 2.7, 0.6], [2.0, -0.5, 1.5]],
  "energy_ev": -18134.333,
  "e_above_lowest_kcal_mol": 106.4,
  "e_homo_ev": -9.9,
  "charge": 0
}

***

{
  "formula": "C3H6O2S",
  "method": "ωB97M-V/def2-TZVPD",
  "symbols": ["C", "C", "C", "O", "O", "S", "H", "H", "H", "H", "H", "H"],
  "positions_angstrom": [[2.034, -1.606, 0.283], [-0.122, 0.781, -0.348], [-0.446, -0.614, -0.694], [2.790, -0.791, -0.121], [-0.279, 1.010, 1.046], [-1.620, -1.582, 0.207], [2.297, -2.437, 0.913], [-0.884, 1.420, -0.819], [0.828, 0.855, -0.821], [0.129, -1.068, -1.511], [-0.270, 1.852, 1.368], [-1.265, -1.186, 1.435]],
  "forces_ev_per_angstrom": [[0.0, 1.9, -1.3], [-2.1, 0.1, 0.2], [0.0, -1.4, 0.8], [-0.4, -0.7, 0.4], [0.7, -4.5, -0.8], [0.5, 0.2, -0.8], [0.3, -1.0, 0.8], [0.4, 0.2, -0.5], [1.3, 1.2, 0.3], [-0.7, 0.1, 0.3], [0.2, 3.7, 0.5], [0.0, 0.2, 0.0]],
  "energy_ev": -18133.910,
  "e_above_lowest_kcal_mol": 116.2,
  "e_homo_ev": [-8.2, -7.4],
  "charge": 0
}

***

{
  "formula": "C3H6O2S",
  "method": "ωB97M-V/def2-TZVPD",
  "symbols": ["C", "C", "C", "O", "O", "S", "H", "H", "H", "H", "H", "H"],
  "positions_angstrom": [[0.721, 0.566, 0.279], [1.224, 0.501, 1.714], [-0.166, -0.678, 0.406], [-1.838, -0.287, -3.052], [-0.813, -1.369, -0.283], [0.167, -1.055, 2.147], [0.038, 1.409, -0.104], [1.444, 0.333, -0.380], [2.264, 0.098, 1.936], [0.753, 1.292, 2.246], [-1.169, -0.125, -2.308], [-2.624, -0.685, -2.600]],
  "forces_ev_per_angstrom": [[-2.8, 0.8, 1.3], [1.0, 0.5, -1.4], [0.3, 0.7, 0.1], [0.4, 0.1, 1.9], [-0.9, -0.6, -1.6], [-0.8, -2.1, 2.5], [1.4, -0.9, 0.8], [2.5, -0.4, -2.7], [-1.2, 1.3, -0.3], [0.6, 0.7, 1.2], [-1.6, -0.6, -1.5], [1.2, 0.5, -0.4]],
  "energy_ev": -18132.984,
  "spin_multiplicity": 3,
  "e_above_lowest_kcal_mol": 28.3,
  "e_homo_ev": [-5.5, -10.3],
  "s_squared": 2.006,
  "charge": 0
}

***

{
  "formula": "C3H6O2S2",
  "method": "ωB97M-V/def2-TZVPD",
  "symbols": ["O", "C", "O", "C", "C", "S", "S", "H", "H", "H", "H", "H", "H"],
  "positions_angstrom": [[-1.799, -0.243, -1.682], [-0.853, 0.466, -1.504], [-0.421, 1.358, -2.442], [0.041, 0.487, -0.288], [0.261, -0.927, 0.281], [-0.335, -1.050, 2.013], [1.237, -0.022, 2.876], [-1.179, 1.596, -2.996], [-0.471, 1.063, 0.472], [0.957, 0.976, -0.599], [-0.329, -1.602, -0.345], [1.304, -1.169, 0.423], [1.586, -0.932, 3.791]],
  "forces_ev_per_angstrom": [[-0.3, 0.0, 0.1], [0.4, 0.2, -0.4], [-0.4, 0.3, 0.5], [0.2, -0.6, -0.4], [-0.5, 0.5, 0.5], [-0.2, -0.1, -0.2], [-0.1, 0.3, 0.2], [0.1, -0.3, -0.2], [0.0, 0.5, 0.0], [0.2, 0.1, 0.3], [0.4, -0.4, 0.4], [0.2, -0.3, -0.8], [0.1, -0.2, -0.1]],
  "energy_ev": -28973.954,
  "e_above_lowest_kcal_mol": 7.8,
  "smiles": "O=C(O)CCSS",
  "e_homo_ev": -8.8,
  "charge": 0
}

***

{
  "formula": "C3H6O3",
  "method": "ωB97M-V/def2-TZVPD",
  "symbols": ["O", "C", "C", "H", "H", "H", "H", "O", "C", "O", "H", "H"],
  "positions_angstrom": [[2.750, -0.191, -0.660], [2.014, -0.685, -1.587], [1.585, -2.147, -1.518], [1.474, -0.081, -2.345], [2.374, -2.572, -0.894], [1.539, -2.572, -2.523], [0.655, -2.428, -0.943], [-2.566, 0.923, 0.250], [-1.768, 0.832, 1.128], [-1.847, 1.461, 2.312], [-0.894, 0.167, 1.157], [-2.699, 1.931, 2.290]],
  "forces_ev_per_angstrom": [[-0.1, 0.4, 0.4], [-0.5, -0.7, -0.7], [0.3, 0.6, 0.6], [0.1, 0.2, 0.3], [0.2, -0.6, -0.3], [-0.1, -0.3, 0.1], [0.0, 0.4, -0.3], [-0.4, 0.3, -0.3], [0.8, -0.9, 0.5], [-0.6, 0.3, 0.1], [0.1, 0.2, -0.4], [0.2, 0.1, 0.1]],
  "energy_ev": -9349.130,
  "spin_multiplicity": 2,
  "e_above_lowest_kcal_mol": 38.4,
  "e_homo_ev": [0.7, -2.8],
  "s_squared": 0.754,
  "charge": -1
}

***

{
  "formula": "C3H6O3",
  "method": "ωB97M-V/def2-TZVPD",
  "symbols": ["O", "C", "C", "O", "C", "O", "H", "H", "H", "H", "H", "H"],
  "positions_angstrom": [[-1.584, -0.152, -1.194], [-0.250, 0.150, -1.247], [0.317, 1.115, -0.225], [-0.497, 0.931, 0.869], [0.765, -0.253, -0.219], [0.525, -1.214, 1.737], [-1.839, 0.231, -0.326], [0.164, 0.085, -2.255], [0.862, 2.044, -0.395], [0.122, -0.317, 1.862], [1.659, -0.851, -0.142], [-0.244, -1.769, 1.537]],
  "forces_ev_per_angstrom": [[-0.1, 0.1, 0.1], [0.1, 0.0, -0.1], [0.1, 0.2, -0.1], [0.0, 0.1, 0.1], [0.1, 0.0, -0.2], [-0.2, 0.0, 0.0], [-0.1, -0.1, -0.1], [0.0, 0.0, 0.1], [-0.1, -0.2, 0.0], [0.0, -0.1, 0.0], [-0.1, 0.1, 0.0], [0.1, 0.0, 0.1]],
  "energy_ev": -9345.482,
  "e_above_lowest_kcal_mol": 134.5,
  "e_homo_ev": [-9.2, -9.2],
  "charge": 0
}

***

{
  "formula": "C3H6O3",
  "method": "ωB97M-V/def2-TZVPD",
  "symbols": ["C", "O", "C", "O", "C", "O", "H", "H", "H", "H", "H", "H"],
  "positions_angstrom": [[1.460, -1.327, 1.353], [1.570, -0.456, 0.225], [0.506, 0.402, 0.062], [-0.559, -0.385, -0.472], [-1.583, 0.400, -0.858], [-1.624, 1.584, -0.667], [1.154, -0.713, 2.230], [0.588, -1.971, 1.164], [2.386, -1.876, 1.463], [0.773, 1.160, -0.640], [0.146, 0.808, 1.031], [-2.438, -0.210, -1.282]],
  "forces_ev_per_angstrom": [[-1.8, 0.8, -0.3], [0.7, 0.3, 0.1], [0.4, -1.1, 1.3], [-1.1, 0.4, -0.8], [-0.9, -0.7, 0.4], [-0.1, -0.1, -0.4], [0.7, -0.4, -0.2], [0.5, -0.4, 0.2], [0.0, 0.1, 0.1], [0.2, 0.6, -0.3], [0.3, 0.1, -0.5], [1.0, 0.5, 0.2]],
  "energy_ev": -9349.942,
  "e_above_lowest_kcal_mol": 31.7,
  "smiles": "COCOC=O",
  "e_homo_ev": -10.4,
  "charge": 0
}

***

{
  "formula": "C3H6O3",
  "method": "ωB97M-V/def2-TZVPD",
  "symbols": ["O", "C", "C", "O", "H", "H", "H", "H", "C", "O", "H", "H"],
  "positions_angstrom": [[-0.508, 1.827, -0.138], [-0.352, 1.063, 0.984], [-0.833, -0.168, 1.067], [-1.567, -0.658, -0.006], [-1.142, 1.325, -0.682], [0.199, 1.563, 1.778], [-0.727, -0.802, 1.952], [-0.976, -1.230, -0.529], [1.480, -0.716, -1.103], [0.729, -1.659, -1.241], [1.133, 0.339, -1.116], [2.564, -0.883, -0.966]],
  "forces_ev_per_angstrom": [[-0.2, -0.3, 0.1], [0.3, 0.5, 0.2], [-0.1, -0.4, 0.2], [0.1, 0.0, 0.2], [0.1, 0.2, 0.0], [-0.2, -0.2, -0.2], [0.0, 0.3, -0.3], [-0.1, 0.0, -0.1], [-0.2, -0.3, -0.1], [0.4, 0.6, 0.1], [0.0, -0.4, 0.0], [-0.1, 0.0, 0.0]],
  "energy_ev": -9348.944,
  "e_above_lowest_kcal_mol": 54.7,
  "smiles": "O/C=C\\O.C=O",
  "e_homo_ev": -9.0,
  "charge": 0
}